106
Properties=species:S:1:pos:R:3:lowdin_charge:R:1 method="wB97M-V/def2-TZVPD" e_homo_ev=-12.20 molar_mass_g_mol=1082.60 lumo_ev=-3.9 charge=+1
O -0.101 -2.170 0.545 -0.2074
P -1.320 -1.733 -0.121 0.3852
O -1.466 -2.295 -1.577 -0.0664
O -1.479 -0.166 -0.179 -0.1148
N -2.710 -2.291 0.721 0.1423
C -3.913 -1.817 0.516 -0.4321
N -5.054 -2.229 1.124 0.1360
C -5.948 -2.477 -0.056 -0.0748
C -5.403 -1.442 -1.102 -0.1411
N -4.203 -0.842 -0.425 -0.2391
P -4.549 0.759 0.192 0.3726
S -6.285 1.020 0.981 0.2434
H -0.633 -2.734 -1.805 0.1134
H -0.588 0.173 0.015 0.0941
H -2.588 -3.047 1.392 0.1215
H -4.848 -3.062 1.676 0.1410
H -7.005 -2.415 0.151 0.1257
H -5.628 -3.441 -0.444 0.1236
H -5.040 -1.929 -1.998 0.1233
H -6.138 -0.685 -1.348 0.0912
H -3.507 1.013 1.089 -0.0043
H -4.389 1.533 -0.960 0.0040
C -2.679 -7.809 -1.471 -0.0613
C -2.112 -8.300 -0.159 -0.1705
O -2.073 -7.229 0.819 0.0408
C -3.202 -6.980 1.448 -0.4176
O -4.254 -7.527 1.319 0.1875
C -2.978 -5.843 2.460 -0.5206
F -2.280 -4.813 1.898 0.1105
F -2.301 -6.257 3.515 0.2112
F -4.134 -5.325 2.873 0.1674
H -2.116 -6.947 -1.830 0.0865
H -2.634 -8.593 -2.225 0.0859
H -3.717 -7.502 -1.358 0.0655
H -1.081 -8.621 -0.279 0.1295
H -2.675 -9.143 0.238 0.1306
C -1.807 3.658 -0.392 -0.0357
C -0.473 2.942 -0.431 -0.2187
O 0.566 3.802 -0.914 0.0485
C 1.084 4.618 -0.002 -0.3840
O 0.765 4.678 1.146 0.1603
C 2.210 5.462 -0.624 -0.5544
F 1.846 5.946 -1.812 0.1785
F 3.297 4.703 -0.792 0.1767
F 2.520 6.475 0.169 0.1859
H -2.045 4.074 -1.371 0.0944
H -2.598 2.967 -0.099 0.0327
H -1.788 4.482 0.320 0.0882
H -0.514 2.112 -1.136 0.1169
H -0.205 2.545 0.548 0.1026
C 0.203 6.872 3.223 -0.0605
C 0.422 7.202 4.682 -0.1848
O 0.445 8.628 4.903 0.0374
C -0.735 9.217 4.994 -0.4056
O -1.806 8.694 4.912 0.1674
C -0.543 10.719 5.274 -0.5570
F 0.402 11.242 4.488 0.1695
F -0.174 10.901 6.547 0.1705
F -1.673 11.382 5.067 0.1769
H 0.953 7.364 2.603 0.0837
H 0.267 5.802 3.067 0.0570
H -0.777 7.216 2.890 0.0817
H 1.394 6.842 5.011 0.1266
H -0.334 6.743 5.316 0.1255
C -4.564 -11.058 -6.877 -0.0561
C -4.410 -9.654 -7.417 -0.1843
O -5.077 -8.691 -6.569 0.0427
C -4.417 -8.298 -5.500 -0.4084
O -3.328 -8.645 -5.148 0.1635
C -5.246 -7.249 -4.739 -0.5460
F -6.521 -7.613 -4.619 0.1788
F -5.213 -6.071 -5.375 0.1681
F -4.748 -7.067 -3.515 0.1492
H -5.617 -11.300 -6.738 0.0859
H -4.126 -11.775 -7.569 0.0863
H -4.070 -11.164 -5.912 0.0778
H -4.891 -9.562 -8.388 0.1274
H -3.364 -9.378 -7.537 0.1261
C 6.144 2.805 4.272 -0.0498
C 5.648 3.096 2.873 -0.1847
O 4.525 2.249 2.532 0.0465
C 3.350 2.640 2.981 -0.4127
O 3.102 3.607 3.635 0.1753
C 2.265 1.666 2.488 -0.5387
F 2.623 0.391 2.632 0.1760
F 2.016 1.873 1.179 0.1481
F 1.122 1.846 3.144 0.1691
H 6.384 1.747 4.379 0.0854
H 7.036 3.393 4.482 0.0863
H 5.387 3.048 5.017 0.0787
H 6.416 2.867 2.139 0.1116
H 5.374 4.142 2.749 0.1262
C 8.795 2.583 -3.521 -0.0581
C 9.573 2.272 -2.262 -0.1894
O 9.561 3.390 -1.350 0.0411
C 8.486 3.518 -0.596 -0.4056
O 7.523 2.808 -0.583 0.1618
C 8.655 4.724 0.344 -0.5544
F 9.136 5.787 -0.298 0.1790
F 9.502 4.421 1.334 0.1705
F 7.486 5.057 0.885 0.1656
H 9.174 3.492 -3.988 0.0854
H 8.883 1.761 -4.229 0.0837
H 7.740 2.740 -3.301 0.0771
H 10.622 2.100 -2.492 0.1268
H 9.193 1.383 -1.761 0.1250